(1)
The following is a quantum chemistry calculation of a molecular structure, C31H35GeN4O7ReS2Se2 in a non-equilibrium geometry, from the OMol25 dataset.

For the total energy, the calculation gives -264020.3224 eV. The calculation puts the strongest force on any atom at 1.6 eV/A. The calculation puts the energy above the lowest of the compared OMol25 structures with the same formula, charge and spin at 52.72 kcal per mole. The HOMO energy (alpha / beta) is -5.4 / -5.4 eV. As for the expectation value of S²: 0.824. Its total charge is -1. As for the spin multiplicity: 2. Its lowest unoccupied orbital energy (alpha / beta) is -0.6 / 0.1 eV.

Each line ends with the Löwdin spin population.
Element x y z (Å)
Re1 -1.02 0.00 -0.53  0.969
O1 -7.36 -1.91 2.50  0.002
C1 -6.22 -2.14 2.96  0.000
O2 -5.83 -2.75 3.99  0.002
C2 -5.06 -1.60 2.09  0.009
C3 -4.03 -2.47 1.71  0.000
C4 -2.98 -2.00 0.97  0.001
N1 -2.87 -0.69 0.58  0.004
C5 -3.89 0.15 0.91  0.007
C6 -4.97 -0.29 1.67  -0.001
C7 -3.96 1.60 0.40  0.000
O3 -3.94 2.48 1.29  0.000
O4 -4.02 1.70 -0.86  0.004
H1 -4.05 -3.51 2.02  0.000
H2 -2.19 -2.66 0.68  -0.004
H3 -5.74 0.43 1.92  0.000
O5 -0.37 3.51 -2.26  0.005
S1 -0.14 2.70 -1.11  0.007
O6 0.70 3.30 -0.09  0.010
O7 -1.41 2.08 -0.54  -0.001
S2 0.78 0.93 -1.70  0.147
C8 4.98 -2.41 2.75  0.000
C9 3.75 -2.34 1.89  -0.003
C10 3.84 -2.26 0.51  0.000
C11 2.71 -2.21 -0.31  -0.004
C12 2.88 -2.11 -1.80  -0.004
C13 1.45 -2.24 0.30  -0.015
Se1 -0.16 -2.22 -0.77  -0.159
C14 1.32 -2.34 1.69  -0.005
C15 -0.02 -2.46 2.39  -0.002
C16 2.48 -2.38 2.46  0.000
H4 5.88 -2.22 2.17  0.000
H5 5.07 -3.40 3.21  0.000
H6 4.93 -1.68 3.57  0.000
H7 4.83 -2.23 0.04  0.000
H8 3.93 -2.07 -2.08  0.000
H9 2.39 -1.22 -2.19  -0.001
H10 2.42 -2.97 -2.30  -0.001
H11 -0.71 -1.68 2.06  0.000
H12 0.09 -2.38 3.47  0.000
H13 -0.49 -3.42 2.16  -0.001
H14 2.39 -2.45 3.54  0.000
C17 -1.67 -1.82 -6.79  0.001
Ge1 -0.86 -0.87 -5.28  0.002
C18 0.90 -1.66 -4.99  0.000
C19 -0.62 0.99 -5.82  0.001
C20 -2.10 -1.30 -3.81  0.006
Se2 -2.66 -0.08 -2.38  0.002
C21 -2.64 1.56 -3.39  0.004
H15 -1.04 -1.73 -7.69  0.000
H16 -2.66 -1.42 -7.02  0.000
H17 -1.77 -2.88 -6.55  0.000
H18 1.36 -1.88 -5.96  0.000
H19 0.81 -2.59 -4.43  0.000
H20 1.55 -0.98 -4.44  0.001
H21 0.04 0.98 -6.69  0.000
H22 -0.16 1.58 -5.03  0.001
H23 -1.57 1.45 -6.10  0.000
H24 -1.70 -2.19 -3.31  0.000
H25 -3.03 -1.60 -4.28  -0.001
H26 -1.64 1.92 -3.54  0.001
H27 -3.22 2.27 -2.81  0.000
H28 -3.12 1.34 -4.34  0.000
N2 5.84 6.10 4.97  0.000
C22 5.02 5.39 4.58  0.000
C23 3.99 4.49 4.10  0.000
C24 3.09 3.93 5.01  0.000
C25 2.10 3.07 4.57  0.000
C26 2.00 2.79 3.21  0.000
C27 2.88 3.35 2.30  0.000
C28 3.88 4.20 2.75  0.000
N3 0.96 1.94 2.75  0.000
C29 -0.35 1.91 3.23  0.000
C30 -1.02 1.06 2.43  0.001
N4 -0.13 0.56 1.45  0.011
C31 1.02 1.14 1.68  0.004
H29 3.19 4.16 6.06  0.000
H30 1.42 2.61 5.28  0.000
H31 2.74 3.16 1.24  0.000
H32 4.57 4.64 2.04  0.000
H33 -0.70 2.53 4.04  0.000
H34 -2.06 0.79 2.48  0.000
H35 1.94 0.94 1.15  0.001



(2)
The following is a quantum chemistry calculation of a molecular structure, C29H27AsCl2N7NaO4 in a non-equilibrium geometry, from the OMol25 dataset.

For the total energy, the calculation gives -139434.5366 eV. The calculation puts the strongest force on any atom at 1.1 eV/A. The calculation puts the energy above the lowest of the compared OMol25 structures with the same formula, charge and spin at 16.44 kcal per mole. The HOMO energy is -2.8 eV. Its total charge is -2. Its lowest unoccupied orbital energy is 3.9 eV.

Each line ends with the Löwdin charge.
Element x y z (Å)
Na1 -0.39 0.18 0.02  0.171
O1 2.62 3.53 -1.18  -0.077
C1 1.78 2.80 -0.59  -0.541
N1 0.96 1.90 -1.10  0.044
C2 1.13 1.80 -2.54  -0.198
C3 -0.01 1.06 -3.19  -0.274
C4 0.23 0.05 -4.13  -0.051
C5 -0.83 -0.60 -4.72  -0.090
C6 -2.12 -0.22 -4.39  -0.087
C7 -2.27 0.80 -3.46  -0.168
N2 -1.26 1.43 -2.88  0.119
C8 1.74 2.93 0.93  -0.193
C9 2.45 3.97 1.52  -0.029
C10 2.45 4.09 2.90  -0.091
C11 1.75 3.15 3.65  -0.074
C12 1.08 2.14 2.98  -0.137
N3 1.06 2.03 1.65  0.145
H1 2.06 1.28 -2.80  0.112
H2 1.22 2.78 -3.02  0.114
H3 1.25 -0.24 -4.33  0.108
H4 -0.66 -1.41 -5.42  0.101
H5 -2.99 -0.72 -4.80  0.094
H6 -3.27 1.11 -3.16  0.097
H7 2.99 4.65 0.87  0.101
H8 2.99 4.89 3.39  0.090
H9 1.73 3.19 4.73  0.093
H10 0.52 1.39 3.53  0.080
O2 -0.91 -0.18 4.08  -0.048
C13 -0.61 -0.41 2.90  -0.669
O3 -1.29 -0.23 1.86  -0.133
C14 0.81 -0.99 2.68  -0.175
C15 1.55 -1.40 3.82  -0.004
C16 2.80 -1.91 3.65  -0.024
C17 3.34 -2.00 2.35  -0.167
C18 4.64 -2.51 2.08  -0.061
C19 5.11 -2.57 0.80  -0.102
C20 4.30 -2.12 -0.28  -0.081
C21 3.05 -1.61 -0.04  -0.002
C22 2.54 -1.56 1.28  -0.185
N4 1.28 -1.06 1.46  0.191
H11 1.08 -1.29 4.79  0.107
H12 3.39 -2.24 4.50  0.104
H13 5.24 -2.85 2.91  0.099
H14 6.09 -2.97 0.60  0.089
H15 4.67 -2.18 -1.29  0.097
H16 2.41 -1.27 -0.85  0.093
Cl1 -2.91 5.08 0.74  0.451
C23 -1.82 3.71 1.17  -0.995
Cl2 -2.33 2.85 2.61  0.584
H17 -0.83 4.11 1.35  0.012
H18 -1.81 3.02 0.34  0.014
C24 -4.92 -1.39 1.37  -0.355
As1 -3.39 -1.53 0.13  1.113
C25 -3.37 0.41 -0.27  -0.309
C26 -4.46 -2.02 -1.45  -0.359
H19 -5.71 -0.74 0.96  0.009
H20 -4.56 -0.97 2.31  0.012
H21 -5.33 -2.38 1.55  0.002
H22 -4.29 0.66 -0.80  0.021
H23 -2.52 0.73 -0.88  -0.015
H24 -3.33 0.94 0.69  -0.009
H25 -5.37 -1.42 -1.51  0.005
H26 -4.72 -3.08 -1.41  0.001
H27 -3.85 -1.86 -2.34  -0.011
O4 -0.84 -1.31 -1.48  -0.213
N5 0.21 -1.91 -1.79  -0.032
C27 0.10 -3.16 -2.26  -0.311
C28 1.33 -3.82 -2.61  -0.225
N6 2.31 -4.36 -2.91  0.103
C29 -1.16 -3.81 -2.51  -0.208
N7 -2.13 -4.36 -2.76  0.129